# 1
12
Properties=species:S:1:pos:R:3:forces:R:3 method="wB97M-V/def2-TZVPD" homo_ev=-10.02 charge=0 lumo_ha=0.0398
C -0.0690 0.1417 2.5844 -0.167 -0.037 -0.415
C -0.5072 0.0565 1.4660 0.211 0.067 0.488
C -0.8542 0.0654 0.0405 -0.126 0.211 0.178
C 0.2836 0.6851 -0.7984 0.064 0.143 -0.087
C 0.5227 -0.7624 -1.2452 0.317 -0.048 -0.230
O -0.6846 -1.2083 -0.6027 -0.064 -0.113 0.052
H 0.3455 0.2267 3.5640 -0.155 -0.065 -0.098
H -1.8637 0.4578 -0.1262 0.169 -0.038 0.094
H -0.0575 1.3569 -1.5877 0.015 -0.119 0.091
H 1.0733 1.1576 -0.2117 -0.122 -0.073 -0.162
H 1.4077 -1.2326 -0.7989 -0.122 0.063 -0.074
H 0.5087 -0.9571 -2.3225 -0.021 0.011 0.163

***

# 2
12
Properties=species:S:1:pos:R:3:forces:R:3 method="wB97M-V/def2-TZVPD" homo_ev=-8.55 charge=0 lumo_ha=0.0396
C 0.6074 0.4099 -1.5953 0.364 0.118 0.061
C -0.0180 -0.1089 -0.3464 0.334 0.088 0.422
C -1.2914 -0.2263 0.3014 -0.027 0.428 0.135
C -1.0027 -0.2418 1.6299 -0.444 -0.080 0.120
O 0.3276 -0.2539 1.8630 -0.255 -0.618 0.256
C 0.9024 -0.2391 0.6454 -0.174 -0.517 0.249
H 0.3443 -0.0540 -2.5575 0.515 -0.057 0.400
H 1.6497 0.3969 -1.1962 -0.092 -0.383 -1.825
H 0.4860 1.4893 -1.6887 -0.588 0.040 -0.050
H -2.2815 -0.3199 -0.1251 0.166 0.374 0.014
H -1.6128 -0.1863 2.5130 -0.147 -0.155 -0.015
H 1.8890 -0.6658 0.5565 0.349 0.763 0.232

***

# 3
12
Properties=species:S:1:pos:R:3:forces:R:3 method="wB97M-V/def2-TZVPD" homo_ev=-9.95 charge=0 lumo_ha=0.0261
C 2.8853 0.1597 0.9281 -0.522 -0.123 -0.367
C 1.8450 -0.1310 0.3934 1.043 0.287 -0.341
C 0.6356 -0.3243 -0.4324 0.551 0.476 -1.366
O 0.6058 -0.9692 -1.4623 0.558 0.228 0.050
C -0.5664 0.1556 0.2462 0.183 -1.135 0.474
C -1.8921 0.1535 -0.4939 0.099 -0.276 -0.049
H 3.8306 0.4302 1.3418 -0.143 -0.096 0.098
H -0.2149 -0.9806 0.6741 -2.405 2.279 1.228
H -0.4400 1.0595 0.8813 0.306 -1.278 0.156
H -2.7273 0.3817 0.1809 0.274 -0.251 -0.093
H -2.0196 -0.8263 -0.9481 -0.294 0.015 -0.059
H -1.9420 0.8911 -1.3091 0.351 -0.127 0.269

***

# 4
12
Properties=species:S:1:pos:R:3:forces:R:3 method="wB97M-V/def2-TZVPD" homo_ev=-8.93 charge=0 lumo_ha=0.0350
C -2.1151 0.6887 0.6834 -1.312 1.112 -0.564
C -1.5112 -0.0535 -0.0388 0.019 -0.711 0.619
C -0.7858 -1.0453 -0.7944 2.251 -1.210 1.159
O 0.7383 -0.6300 -0.8435 -2.706 -0.876 0.216
C 1.1620 -0.0970 0.3621 -0.384 1.614 -0.653
C 2.0053 0.9669 0.2891 -1.116 -3.151 1.674
H -2.8629 1.4528 0.8976 0.815 -0.581 0.394
H -1.2250 -1.0140 -1.7795 0.646 -0.197 -0.625
H -0.8747 -2.1624 -0.3774 0.296 2.585 -0.717
H 0.5635 -0.4433 1.2003 0.694 -0.119 0.339
H 2.6404 1.2653 1.1014 -0.227 0.440 0.234
H 2.2653 1.0718 -0.7002 1.025 1.094 -2.077